Record 1
A molecular structure, C4H17N8O5Sn in a non-equilibrium geometry, computed with wB97M-V/def2-TZVPD.

The net charge is +1. The calculation puts the HOMO energy at -11.19 eV. The lowest unoccupied orbital energy comes out at -8.950 eV. Its energy relative to the best compared isomer or geometry (same formula, charge and spin) is 249.34 kcal/mol. The spin multiplicity is 1. Its largest force on an atom is 11.63 eV/Å.

The geometry in XYZ format:
```
35
Properties=species:S:1:pos:R:3:forces:R:3
Sn -1.25503 3.91872 2.89296 0.5123 -1.2587 -1.0336
O 0.52295 1.27387 0.65275 -0.8945 0.8551 0.9941
H 0.05349 0.57559 1.14928 0.1865 0.1615 -0.1846
C 3.48308 -2.28442 1.51794 2.4443 -6.3830 0.8742
O 4.18228 -3.13085 2.04883 0.7853 -0.2860 0.0617
N 2.74341 -2.43758 0.49245 -3.4648 -2.4827 -6.7685
N 3.21386 -1.16613 1.95507 -0.6083 9.9901 5.9261
H 2.71975 -3.28780 -0.05221 0.1375 0.1679 0.2578
H 2.01266 -1.75935 0.33080 0.1658 -0.6760 -0.3265
H 3.50563 -0.90768 2.88683 0.1997 -0.0425 -0.2635
H 2.67571 -0.46850 1.46131 0.3146 -0.2212 0.2058
C -3.77749 1.17284 -0.79021 -3.7454 -1.2342 1.8813
O -3.82634 1.31171 0.39338 0.0715 0.9179 4.3621
N -2.68515 1.09120 -1.43151 5.1345 0.7510 -3.4809
N -4.86275 0.88771 -1.50408 -1.0705 -0.0322 -1.7622
H -1.85338 1.34400 -0.91736 0.1038 0.1288 -0.1704
H -2.78447 1.50149 -2.34905 0.8529 -0.3106 -0.3642
H -4.57908 0.56372 -2.41767 -1.0988 -0.3757 -0.0494
H -5.66334 0.48233 -1.04058 0.1282 0.2371 -0.1862
C 3.56649 2.61631 -2.32299 1.4209 2.4971 -3.4312
O 4.19830 2.85941 -3.32950 0.6929 0.0683 -0.5899
N 2.90354 3.49326 -1.62839 -1.1666 4.8597 1.1854
N 3.27696 1.51153 -1.81429 -0.5245 -8.5369 2.2447
H 2.49954 3.16484 -0.76293 -0.3861 1.2917 -0.4005
H 2.71654 4.28662 -2.22481 -0.4811 0.5913 1.1682
H 2.51766 1.51016 -1.14828 0.3269 -0.9487 -0.3594
H 3.58036 0.64623 -2.23772 0.0168 0.1001 0.2668
C -2.25922 -2.80505 1.50565 -0.0539 -0.7511 3.8791
O -1.82325 -3.77694 2.03841 0.9102 -2.6954 1.0412
N -2.88361 -1.83998 2.11674 -1.8330 2.5927 2.0215
N -2.11311 -2.50075 0.29173 2.0498 -0.2544 -7.4608
H -3.08730 -1.93307 3.10161 -0.1406 0.5829 -0.3994
H -2.97715 -1.07160 1.46794 -0.9668 0.7642 1.6405
H -2.40877 -1.65148 -0.16804 0.1445 -0.5169 -0.0187
H -1.53277 -3.19037 -0.16406 -0.1641 0.4489 -0.7608
```
Forces are in eV/Å.

=====

Record 2
A gas-phase ion, C3H8N3O (charge +1) in a non-equilibrium geometry, computed with wB97M-V/def2-TZVPD.

The net charge is +1. The calculation puts the HOMO energy at -13.94 eV. The lowest unoccupied orbital energy comes out at -4.212 eV. Its energy relative to the best compared isomer or geometry (same formula, charge and spin) is 76.43 kcal/mol. The spin multiplicity is 1. Its largest force on an atom is 4.92 eV/Å.

The geometry in XYZ format:
```
15
Properties=species:S:1:pos:R:3:forces:R:3
C 2.09937 0.15942 0.01921 1.5963 0.6737 1.8749
C -1.17273 0.21031 0.00562 0.0707 1.8075 1.2445
C -1.18397 -1.01883 -0.75879 2.4380 -0.9503 1.2863
N 2.21191 0.10816 1.28013 -4.2848 1.1675 -2.1139
N 1.03292 0.59360 -0.74199 -1.6852 0.4905 -1.0207
N -2.04691 0.60600 0.91750 1.8498 -1.3348 -2.4976
O -0.20018 1.08711 -0.11585 1.9292 -0.1327 -0.1179
H 2.92494 -0.02264 -0.65919 0.0957 -0.3623 -0.4816
H -1.29930 -0.80405 -1.83485 -0.4820 -0.6413 0.5037
H -1.74172 -1.75647 -0.14222 -0.1603 0.2106 -1.4386
H -0.03850 -1.30306 -0.62482 -2.3094 0.1406 -0.5166
H 2.95680 -0.34435 1.67522 2.6184 -1.1187 0.6592
H 1.19270 1.08835 -1.64308 -0.2334 -0.3560 1.2389
H -1.84478 1.23956 1.62037 0.8242 1.8753 1.2199
H -2.89054 0.15690 1.00273 -2.2672 -1.4696 0.1592
```
Forces are in eV/Å.